--- A ---
ORCA calculation (ωB97M-V with the def2-TZVPD basis set) on 2 unconnected molecules or ions with the total composition C4H8N2.

Each atom is followed by the atoms it is bonded to, with distances in Å.
Geometry (Å):
1 C -0.368 -1.580 0.868  N2 1.365, C3 1.551, H8 1.106
2 N -1.600 -1.058 1.138  C1 1.365, C3 1.508, H9 1.021
3 C -0.981 -0.586 -0.153  C1 1.551, N2 1.508, C4 1.372, H10 1.082
4 C -0.117 0.476 -0.246  C3 1.372, C5 1.449, N6 1.399
5 C 0.391 1.595 -1.014  C4 1.449, N6 1.492, H12 1.087, H13 1.091
6 N 0.512 1.500 0.470  C4 1.399, C5 1.492, H14 1.019
7 H 1.063 -1.791 -0.477  H11 0.764
8 H 0.452 -1.198 1.504  C1 1.106
9 H -1.676 -0.408 1.921  N2 1.021
10 H -1.443 -0.981 -1.048  C3 1.082
11 H 1.317 -1.120 -0.740  H7 0.764
12 H -0.320 2.343 -1.355  C5 1.087
13 H 1.298 1.512 -1.615  C5 1.091
14 H 1.471 1.296 0.748  N6 1.019

Calculated values
**Orbital gap (alpha / beta)**: 7.87 / 7.70 eV
**Multiplicity**: 1



--- B ---
ORCA calculation (ωB97M-V with the def2-TZVPD basis set) on C4H8N2 in the gas phase.

Each atom is followed by the atoms it is bonded to, with distances in Å.
Geometry (Å):
1 C -1.331 -1.234 -0.605  N2 1.461, C3 1.481, H7 1.088, H8 1.089
2 N -1.105 -0.042 -1.420  C1 1.461, C3 1.454, H9 1.020
3 C 0.035 -0.696 -0.797  C1 1.481, N2 1.454, C4 1.503, H10 1.090
4 C 0.722 -0.089 0.395  C3 1.503, C5 1.483, N6 1.456, H11 1.091
5 C 1.221 1.305 0.497  C4 1.483, N6 1.461, H12 1.087, H13 1.090
6 N -0.035 0.914 1.132  C4 1.456, C5 1.461, H14 1.015
7 H -1.660 -2.122 -1.141  C1 1.088
8 H -1.779 -1.095 0.378  C1 1.089
9 H -1.354 0.779 -0.868  N2 1.020
10 H 0.699 -1.200 -1.498  C3 1.090
11 H 1.297 -0.818 0.968  C4 1.091
12 H 1.130 2.019 -0.318  C5 1.087
13 H 2.087 1.458 1.139  C5 1.090
14 H 0.074 0.821 2.137  N6 1.015

Calculated values
**Orbital gap**: 10.31 eV
**Multiplicity**: 1



--- C ---
ORCA calculation (ωB97M-V with the def2-TZVPD basis set) on 2 unconnected molecules or ions with the total composition C4H8N2.

Each atom is followed by the atoms it is bonded to, with distances in Å.
Geometry (Å):
1 C -0.557 -1.333 -1.508  C2 1.498, H7 1.096, H8 1.093, H9 1.095
2 C -0.599 -0.414 -0.325  C1 1.498, N3 1.268, H10 1.099
3 N 0.447 -0.124 0.330  C2 1.268, C4 1.452
4 C 0.358 0.692 1.527  N3 1.452, C5 1.482, H11 1.097, H12 1.097
5 C -0.985 1.217 1.871  C4 1.482, N6 1.158
6 N -2.050 1.606 2.105  C5 1.158
7 H -1.103 -0.907 -2.358  C1 1.096
8 H 0.474 -1.542 -1.804  C1 1.093
9 H -1.050 -2.279 -1.260  C1 1.095
10 H -1.590 -0.043 -0.028  C2 1.099
11 H 1.050 1.538 1.431  C4 1.097
12 H 0.719 0.087 2.368  C4 1.097
13 H 2.679 0.907 -1.418  H14 0.746
14 H 2.208 0.595 -0.931  H13 0.746

Calculated values
**Orbital gap**: 11.47 eV
**Multiplicity**: 1



--- D ---
ORCA calculation (ωB97M-V with the def2-TZVPD basis set) on C4H8N2 in the gas phase.

Each atom is followed by the atoms it is bonded to, with distances in Å.
Geometry (Å):
1 C -0.681 -1.290 0.002  C2 1.545, H7 1.093, H8 1.095, H9 1.098
2 C 0.132 0.022 -0.074  C1 1.545, C3 1.546, N4 1.483, C5 1.484
3 C -0.702 1.128 0.613  C2 1.546, H10 1.095, H11 1.094, H12 1.098
4 N 0.522 0.377 -1.460  C2 1.483, H13 1.023, H14 1.024
5 C 1.418 -0.152 0.644  C2 1.484, N6 1.157
6 N 2.498 -0.253 1.047  C5 1.157
7 H -0.199 -2.118 -0.525  C1 1.093
8 H -1.684 -1.156 -0.417  C1 1.095
9 H -0.803 -1.591 1.050  C1 1.098
10 H -1.693 1.207 0.152  C3 1.095
11 H -0.224 2.110 0.573  C3 1.094
12 H -0.854 0.881 1.672  C3 1.098
13 H 1.141 1.192 -1.436  N4 1.023
14 H 1.129 -0.356 -1.839  N4 1.024

Calculated values
**Orbital gap**: 11.05 eV
**Multiplicity**: 1



Preferred: D; penalty for the next structure: 147.2 kJ/mol.



--- A ---
ORCA calculation (ωB97M-V with the def2-TZVPD basis set) on 2 unconnected molecules or ions with the total composition C4H8N2.

Each atom is followed by the atoms it is bonded to, with distances in Å.
Geometry (Å):
1 C -1.589 -0.452 0.439  C2 1.527, H6 1.090, H7 1.092, H8 1.090
2 C -0.610 -0.054 -0.663  C1 1.527, N3 1.319, C10 1.546
3 N -0.928 0.832 -1.587  C2 1.319, H4 1.025
4 H -0.144 1.468 -1.764  N3 1.025
5 H -0.201 -1.252 -1.382  no bonds
6 H -2.599 -0.480 0.031  C1 1.090
7 H -1.560 0.298 1.232  C1 1.092
8 H -1.322 -1.423 0.858  C1 1.090
9 C 1.608 0.505 0.799  C10 1.486, H12 1.090, H13 1.093, H14 1.093
10 C 0.863 -0.256 -0.238  C2 1.546, C9 1.486, N11 1.260
11 N 1.120 -1.293 -0.906  C10 1.260
12 H 2.652 0.190 0.825  C9 1.090
13 H 1.553 1.574 0.575  C9 1.093
14 H 1.156 0.344 1.781  C9 1.093

Calculated values
**Orbital gap (alpha / beta)**: 8.96 / 8.97 eV
**Multiplicity**: 1



--- B ---
ORCA calculation (ωB97M-V with the def2-TZVPD basis set) on C4H8N2 in the gas phase.

Each atom is followed by the atoms it is bonded to, with distances in Å.
Geometry (Å):
1 C 0.125 1.664 -0.842  N2 1.471, C3 1.479, H7 1.089, H8 1.090
2 N -1.006 1.667 0.100  C1 1.471, C3 1.484, H9 1.018
3 C 0.136 0.744 0.316  C1 1.479, N2 1.484, C4 1.849, N6 1.676, H10 1.082
4 C 0.925 -0.839 -0.221  C3 1.849, C5 1.467, N6 1.704, H11 1.099
5 C 0.447 -1.769 0.807  C4 1.467, N6 1.452, H12 1.091, H13 1.088
6 N -0.568 -0.751 0.595  C3 1.676, C4 1.704, C5 1.452, H14 1.016
7 H 0.753 2.554 -0.848  C1 1.089
8 H -0.013 1.213 -1.825  C1 1.090
9 H -1.827 1.225 -0.310  N2 1.018
10 H 0.693 0.990 1.211  C3 1.082
11 H 0.649 -1.168 -1.233  C4 1.099
12 H 0.887 -1.747 1.805  C5 1.091
13 H 0.088 -2.753 0.510  C5 1.088
14 H -1.290 -1.031 -0.064  N6 1.016

Calculated values
**Orbital gap**: 8.34 eV
**Multiplicity**: 1



Preferred: A; penalty for the next structure: 270.4 kJ/mol.



--- A ---
ORCA calculation (ωB97M-V with the def2-TZVPD basis set) on C4H8N2 in the gas phase.

Each atom is followed by the atoms it is bonded to, with distances in Å.
Geometry (Å):
1 C -1.864 0.209 0.043  C2 1.549, H7 1.095, H8 1.097, H9 1.098
2 C -0.620 -0.695 -0.141  C1 1.549, C3 1.566, H10 1.098, H11 1.094
3 C 0.733 -0.119 0.396  C2 1.566, N4 1.497, C5 1.471, H12 1.098
4 N 2.005 -0.757 -0.069  C3 1.497, H13 1.024, H14 1.026
5 C 0.879 1.292 0.005  C3 1.471, N6 1.157
6 N 1.169 2.318 -0.445  C5 1.157
7 H -1.728 1.208 -0.386  C1 1.095
8 H -2.179 0.337 1.086  C1 1.097
9 H -2.722 -0.236 -0.477  C1 1.098
10 H -0.833 -1.657 0.343  C2 1.098
11 H -0.513 -0.889 -1.213  C2 1.094
12 H 0.691 -0.194 1.491  C3 1.098
13 H 2.187 -0.506 -1.044  N4 1.024
14 H 2.794 -0.311 0.412  N4 1.026

Calculated values
**Orbital gap**: 11.15 eV
**Multiplicity**: 1



--- B ---
ORCA calculation (ωB97M-V with the def2-TZVPD basis set) on C4H8N2 in the gas phase.

Each atom is followed by the atoms it is bonded to, with distances in Å.
Geometry (Å):
1 C -2.554 -0.261 0.077  C2 1.205, H7 0.995
2 C -1.518 0.053 -0.454  C1 1.205, N3 1.488
3 N -0.173 0.604 -0.773  C2 1.488, C4 1.435, N5 1.415
4 C 0.293 1.576 0.175  N3 1.435, H8 1.021, H9 1.109, H10 1.045
5 N 0.815 -0.398 -0.913  N3 1.415, C6 1.410, H11 0.974
6 C 1.065 -1.163 0.245  N5 1.410, H12 1.115, H13 1.166, H14 1.149
7 H -3.484 -0.611 0.103  C1 0.995
8 H 0.292 1.108 1.082  C4 1.021
9 H 1.349 1.805 -0.075  C4 1.109
10 H -0.372 2.382 0.162  C4 1.045
11 H 0.494 -0.924 -1.667  N5 0.974
12 H 1.868 -1.926 0.122  C6 1.115
13 H 1.754 -0.696 1.062  C6 1.166
14 H 0.170 -1.549 0.854  C6 1.149

Calculated values
**Orbital gap**: 9.82 eV
**Multiplicity**: 1



--- C ---
ORCA calculation (ωB97M-V with the def2-TZVPD basis set) on C4H8N2 in the gas phase.

Each atom is followed by the atoms it is bonded to, with distances in Å.
Geometry (Å):
1 C 2.068 0.075 0.270  C2 1.519, H7 1.094, H8 1.096, H9 1.093
2 C 0.609 0.494 0.232  C1 1.519, N3 1.447, H10 1.108, H11 1.098
3 N -0.148 -0.345 -0.671  C2 1.447, C4 1.428, H12 1.016
4 C -1.539 -0.024 -0.680  N3 1.428, C5 1.516, H13 1.110, H14 1.086
5 C -2.254 -0.162 0.650  C4 1.516, N6 1.156
6 N -3.002 -0.872 1.174  C5 1.156
7 H 2.493 0.086 -0.738  C1 1.094
8 H 2.175 -0.937 0.678  C1 1.096
9 H 2.650 0.751 0.901  C1 1.093
10 H 0.170 0.491 1.250  C2 1.108
11 H 0.517 1.524 -0.138  C2 1.098
12 H 0.020 -1.336 -0.517  N3 1.016
13 H -2.045 -0.730 -1.370  C4 1.110
14 H -1.714 0.985 -1.041  C4 1.086

Calculated values
**Orbital gap**: 10.41 eV
**Multiplicity**: 1



Preferred: A; penalty for the next structure: 53.5 kJ/mol.



--- A ---
ORCA calculation (ωB97M-V with the def2-TZVPD basis set) on 2 unconnected molecules or ions with the total composition C4H8N2.

Each atom is followed by the atoms it is bonded to, with distances in Å.
Geometry (Å):
1 C 1.568 -0.783 0.385  N2 1.320, H7 1.080, H8 1.079
2 N 0.657 0.057 0.838  C1 1.320, C3 1.356, H10 1.015
3 C -0.534 0.371 0.270  N2 1.356, C4 1.499, C5 1.416
4 C -1.252 -0.619 -0.597  C3 1.499, H12 1.093, H13 1.096, H14 1.098
5 C -1.227 1.472 0.830  C3 1.416, N6 1.164
6 N -1.796 2.392 1.260  C5 1.164
7 H 1.289 -1.549 -0.323  C1 1.080
8 H 2.555 -0.763 0.819  C1 1.079
9 H 1.388 0.464 -1.275  H11 0.769
10 H 0.975 0.719 1.539  N2 1.015
11 H 0.728 0.858 -1.277  H9 0.769
12 H -2.060 -0.121 -1.140  C4 1.093
13 H -0.598 -1.082 -1.345  C4 1.096
14 H -1.692 -1.416 0.017  C4 1.098

Calculated values
**Orbital gap (alpha / beta)**: 8.29 / 8.28 eV
**Multiplicity**: 1



--- B ---
ORCA calculation (ωB97M-V with the def2-TZVPD basis set) on C4H8N2 in the gas phase.

Each atom is followed by the atoms it is bonded to, with distances in Å.
Geometry (Å):
1 C 2.441 -0.337 -0.083  C2 1.538, H7 1.145, H8 1.100, H9 1.063
2 C 1.185 0.512 0.180  C1 1.538, C3 1.353, H10 1.222
3 C -0.064 0.101 -0.141  C2 1.353, C4 1.440, H11 1.197
4 C -1.197 0.989 -0.143  C3 1.440, N5 1.236, H12 1.086
5 N -2.369 0.596 -0.137  C4 1.236, N6 1.409
6 N -2.577 -0.788 0.027  N5 1.409, H13 1.177, H14 1.035
7 H 2.991 -0.038 -1.041  C1 1.145
8 H 3.181 -0.327 0.731  C1 1.100
9 H 2.105 -1.303 -0.375  C1 1.063
10 H 1.377 1.465 0.921  C2 1.222
11 H -0.297 -0.805 -0.888  C3 1.197
12 H -1.093 2.070 -0.176  C4 1.086
13 H -2.101 -1.103 1.055  N6 1.177
14 H -3.582 -1.033 0.070  N6 1.035

Calculated values
**Orbital gap**: 9.27 eV
**Multiplicity**: 1



--- C ---
ORCA calculation (ωB97M-V with the def2-TZVPD basis set) on C4H8N2 in the gas phase.

Each atom is followed by the atoms it is bonded to, with distances in Å.
Geometry (Å):
1 C -0.495 2.064 0.513  C2 1.503, H7 1.107, H8 1.087, H9 1.132
2 C -0.032 0.703 0.075  C1 1.503, N3 1.292, N6 1.399
3 N 1.036 0.473 -0.615  C2 1.292, C4 1.451
4 C 1.155 -0.965 -0.767  N3 1.451, C5 1.587, H10 1.080, H11 1.083
5 C -0.157 -1.619 -0.161  C4 1.587, N6 1.441, H12 1.090, H13 1.141
6 N -0.797 -0.435 0.354  C2 1.399, C5 1.441, H14 1.027
7 H -0.544 2.118 1.618  C1 1.107
8 H 0.256 2.791 0.216  C1 1.087
9 H -1.533 2.315 0.137  C1 1.132
10 H 2.035 -1.290 -0.233  C4 1.080
11 H 1.326 -1.290 -1.786  C4 1.083
12 H 0.005 -2.379 0.603  C5 1.090
13 H -0.729 -2.085 -1.031  C5 1.141
14 H -1.527 -0.402 1.076  N6 1.027

Calculated values
**Orbital gap**: 9.29 eV
**Multiplicity**: 1



Preferred: C; penalty for the next structure: 262.9 kJ/mol.



--- A ---
ORCA calculation (ωB97M-V with the def2-TZVPD basis set) on C4H8N2 in the gas phase.

Each atom is followed by the atoms it is bonded to, with distances in Å.
Geometry (Å):
1 C -0.277 1.304 0.539  N2 1.454, H7 1.092, H8 1.092, H9 1.106
2 N -0.385 0.053 -0.192  C1 1.454, C3 1.458, C4 1.315
3 C -1.517 -0.822 0.091  N2 1.458, H10 1.097, H11 1.092, H12 1.092
4 C 0.651 -0.369 -0.885  N2 1.315, C5 1.519, H13 1.091
5 C 2.076 -0.142 -0.413  C4 1.519, N6 1.228, H14 1.125
6 N 2.639 0.759 0.204  C5 1.228
7 H -1.107 1.388 1.243  C1 1.092
8 H -0.295 2.149 -0.153  C1 1.092
9 H 0.707 1.332 1.043  C1 1.106
10 H -1.408 -1.230 1.104  C3 1.097
11 H -1.519 -1.651 -0.619  C3 1.092
12 H -2.460 -0.277 0.022  C3 1.092
13 H 0.488 -1.283 -1.457  C4 1.091
14 H 2.407 -1.212 -0.526  C5 1.125

Calculated values
**Orbital gap (alpha / beta)**: 7.87 / 6.68 eV
**Multiplicity**: 1



--- B ---
ORCA calculation (ωB97M-V with the def2-TZVPD basis set) on C4H8N2 in the gas phase.

Each atom is followed by the atoms it is bonded to, with distances in Å.
Geometry (Å):
1 C -0.499 -1.764 -0.138  N2 1.456, C3 1.478, H7 1.085, H8 1.092
2 N -0.497 -1.297 1.241  C1 1.456, C3 1.468, H9 1.009
3 C -0.756 -0.340 0.159  C1 1.478, N2 1.468, C4 1.495, H10 1.090
4 C 0.461 0.529 0.141  C3 1.495, C5 1.491, N6 1.458, H11 1.116
5 C 0.892 1.327 -1.044  C4 1.491, N6 1.464, H12 1.093, H13 1.091
6 N 0.273 1.975 0.115  C4 1.458, C5 1.464, H14 1.016
7 H -1.321 -2.398 -0.455  C1 1.085
8 H 0.480 -2.027 -0.546  C1 1.092
9 H -1.284 -1.574 1.809  N2 1.009
10 H -1.741 0.097 0.000  C3 1.090
11 H 1.018 -0.041 0.922  C4 1.116
12 H 0.267 1.341 -1.941  C5 1.093
13 H 1.944 1.519 -1.254  C5 1.091
14 H 0.986 2.454 0.657  N6 1.016

Calculated values
**Orbital gap**: 10.63 eV
**Multiplicity**: 1



Preferred: B; penalty for the next structure: 101.7 kJ/mol.



--- A ---
ORCA calculation (ωB97M-V with the def2-TZVPD basis set) on C5H7PS in the gas phase.

Each atom is followed by the atoms it is bonded to, with distances in Å.
Geometry (Å):
1 S 0.429 -1.116 2.264  C2 1.877, H8 1.297
2 C -0.973 -1.027 1.019  S1 1.877, C3 1.653, H9 1.005, H10 1.099
3 C -0.699 0.194 -0.061  C2 1.653, C4 1.443, P7 1.945, H11 1.110
4 C 0.501 -0.183 -0.769  C3 1.443, C5 1.330, H12 1.031
5 C 1.272 0.814 -1.194  C4 1.330, C6 1.370, H13 1.047
6 C 0.810 2.074 -0.920  C5 1.370, P7 1.685, H14 1.091
7 P -0.555 2.129 0.068  C3 1.945, C6 1.685
8 H 1.076 -2.015 1.588  S1 1.297
9 H -1.046 -1.814 0.400  C2 1.005
10 H -1.842 -0.840 1.665  C2 1.099
11 H -1.502 -0.010 -0.799  C3 1.110
12 H 0.722 -1.143 -1.069  C4 1.031
13 H 2.245 0.567 -1.491  C5 1.047
14 H 1.433 2.959 -1.057  C6 1.091

Calculated values
**Orbital gap**: 8.22 eV
**Multiplicity**: 1



--- B ---
ORCA calculation (ωB97M-V with the def2-TZVPD basis set) on C5H7PS in the gas phase.

Each atom is followed by the atoms it is bonded to, with distances in Å.
Geometry (Å):
1 C 2.889 0.888 0.252  P2 1.896, S7 1.722
2 P 1.419 1.998 -0.197  C1 1.896, C3 2.096, H8 1.299
3 C -0.611 1.475 -0.169  P2 2.096, C4 1.317, H9 1.172
4 C -0.986 0.236 0.072  C3 1.317, C5 1.566, H10 1.059
5 C -0.249 -1.122 0.327  C4 1.566, C6 1.489, H11 1.099, H12 1.073
6 C 0.958 -1.362 -0.512  C5 1.489, S7 1.884, H13 1.140, H14 1.150
7 S 2.676 -0.806 0.024  C1 1.722, C6 1.884
8 H 1.545 2.550 0.972  P2 1.299
9 H -1.394 2.332 -0.327  C3 1.172
10 H -2.030 0.074 0.004  C4 1.059
11 H -0.019 -1.168 1.401  C5 1.099
12 H -1.004 -1.854 0.117  C5 1.073
13 H 1.238 -2.447 -0.303  C6 1.140
14 H 0.909 -1.171 -1.646  C6 1.150

Calculated values
**Orbital gap**: 8.54 eV
**Multiplicity**: 1



Preferred: A; penalty for the next structure: 234.2 kJ/mol.